ClCu2O4P as an isolated structure at a distorted geometry. Source: the Open Molecules 2025 dataset; level of theory: the ωB97M-V functional and the def2-TZVPD basis.

Element x y z (Å)
Cu  -15.830  5.906  -20.897
Cu  -17.048  4.501  -18.585
Cl  -15.925  3.560  -20.495
P  -17.534  7.577  -18.924
O  -16.780  6.138  -19.269
O  -16.562  7.441  -20.074
O  -16.222  8.110  -18.581
O  -17.147  6.409  -18.037

Force components x, y, z for each atom (eV/Å):
1.632 -1.872 -2.432
-0.163 -4.790 0.473
-0.110 0.548 0.165
-11.168 7.085 0.053
0.190 -13.060 -1.038
4.327 8.938 -16.500
7.401 9.013 5.980
-2.108 -5.861 13.298

## Properties
Energy above the lowest of the compared OMol25 structures with the same formula, charge and spin ... 0.954 eV
Spin multiplicity ... 3
Total charge ... 0
Frontier orbital gap (alpha / beta) ... 7.6 / 8.7 eV

***

A 2-piece molecular cluster, ClF2HSi overall at a distorted geometry. Source: the Open Molecules 2025 dataset; level of theory: the ωB97M-V functional and the def2-TZVPD basis.

Element x y z (Å)
F  -0.287  -1.551  0.777
F  0.233  -0.706  -1.415
Si  -0.029  -0.192  0.101
Cl  -1.524  1.119  0.375
H  1.607  1.330  0.161

Force components x, y, z for each atom (eV/Å):
-0.974 -2.069 1.250
-0.278 0.924 0.299
0.700 -0.889 -1.052
-0.658 0.530 -0.228
1.211 1.505 -0.269

## Properties
Energy above the lowest of the compared OMol25 structures with the same formula, charge and spin ... 1.031 eV
Spin multiplicity ... 3
Total charge ... 0
Frontier orbital gap (alpha / beta) ... 8.4 / 9.7 eV

***

ClF2O4Sr3 as an isolated structure at a distorted geometry. Source: the Open Molecules 2025 dataset; level of theory: the ωB97M-V functional and the def2-TZVPD basis.

Element x y z (Å)
Sr  19.107  20.699  16.159
Sr  13.450  24.472  20.513
Sr  19.311  28.502  18.746
F  16.273  20.480  19.434
F  17.394  24.665  17.406
Cl  22.467  24.914  13.065
O  22.129  25.254  14.393
O  21.802  25.787  12.213
O  23.872  25.075  12.990
O  22.034  23.473  12.928

Force components x, y, z for each atom (eV/Å):
-0.488 0.511 0.436
0.333 -0.918 -0.354
0.233 -0.514 -0.696
0.235 0.676 -0.575
0.144 0.431 0.601
0.649 -3.718 1.053
-1.344 0.970 3.413
-1.434 1.027 -2.265
1.008 -0.533 -0.975
0.665 2.069 -0.639

## Properties
Energy above the lowest of the compared OMol25 structures with the same formula, charge and spin ... 13.767 eV
Spin multiplicity ... 1
Total charge ... +3
Frontier orbital gap ... 1.7 eV

***

ClF4HN3OP2S as an isolated structure at a distorted geometry. Source: the Open Molecules 2025 dataset; level of theory: the ωB97M-V functional and the def2-TZVPD basis.

Element x y z (Å)
N  0.946  1.186  -0.721
N  -1.569  0.515  0.106
N  -0.280  -1.659  -0.249
O  -2.197  -1.555  1.361
F  2.632  -0.562  0.339
F  2.113  -0.829  -1.922
F  -0.444  2.786  0.676
F  -1.147  2.417  -1.551
P  1.483  -0.254  -0.642
P  -0.564  1.639  -0.360
S  -1.154  -0.811  0.795
Cl  0.220  -0.264  2.168
H  -0.039  -2.610  -0.001

Force components x, y, z for each atom (eV/Å):
-0.354 -0.905 0.157
0.536 -0.283 -0.002
2.618 2.823 -1.295
-0.276 -0.289 0.248
-1.156 0.220 -0.505
-0.878 0.341 0.808
-0.064 -1.052 -0.702
0.351 -0.830 0.740
-0.978 -1.888 -0.172
0.089 1.554 -0.002
0.033 0.611 -0.471
-0.161 -0.026 0.816
0.240 -0.276 0.380

## Properties
Energy above the lowest of the compared OMol25 structures with the same formula, charge and spin ... 1.459 eV
Spin multiplicity ... 1
Total charge ... +1
Frontier orbital gap ... 9.7 eV

***

A 2-piece molecular cluster, ClFH2NOP overall at a distorted geometry. Source: the Open Molecules 2025 dataset; level of theory: the ωB97M-V functional and the def2-TZVPD basis.

Element x y z (Å)
N  0.883  -0.404  -0.857
O  -0.110  -0.097  1.392
F  -0.237  1.939  -0.286
P  -0.255  0.283  -0.103
Cl  -3.129  -0.251  -0.053
H  1.068  -0.135  -1.750
H  -0.979  -0.536  1.639

Force components x, y, z for each atom (eV/Å):
-1.643 -0.815 2.532
-2.197 -0.422 0.802
-0.704 -3.208 0.634
0.006 2.410 -0.820
2.776 0.511 -0.030
0.798 0.885 -3.306
0.965 0.638 0.187

## Properties
Energy above the lowest of the compared OMol25 structures with the same formula, charge and spin ... 2.532 eV
Spin multiplicity ... 1
Total charge ... 0
Frontier orbital gap ... 7.7 eV

***

A 2-piece molecular cluster, ClFH2NOP overall at a distorted geometry. Source: the Open Molecules 2025 dataset; level of theory: the ωB97M-V functional and the def2-TZVPD basis.

Element x y z (Å)
N  1.862  -0.960  -0.526
O  -0.415  0.679  1.363
F  -0.944  1.393  -0.913
P  -0.518  0.045  -0.097
Cl  -2.318  -0.814  0.015
H  1.850  -1.096  -1.534
H  0.483  0.752  1.694

Force components x, y, z for each atom (eV/Å):
0.605 0.014 0.897
-0.289 0.084 0.431
0.163 -0.746 0.462
0.329 1.073 -1.256
-0.910 -0.282 0.204
-0.188 -0.069 -0.737
0.289 -0.074 0.000

## Properties
Energy above the lowest of the compared OMol25 structures with the same formula, charge and spin ... 0.000 eV
Spin multiplicity ... 3
Total charge ... 0
Frontier orbital gap (alpha / beta) ... 10.0 / 9.4 eV

***

One molecule with the formula ClFH8Si5 at a distorted geometry. Source: the Open Molecules 2025 dataset; level of theory: the ωB97M-V functional and the def2-TZVPD basis.

Element x y z (Å)
F  2.295  0.064  1.775
Si  -1.612  -1.179  -0.042
Si  -1.686  1.223  0.022
Si  0.745  -1.907  0.006
Si  0.510  2.017  -0.037
Si  1.798  0.027  0.198
Cl  3.732  -0.028  -0.840
H  -2.208  -1.921  1.112
H  -2.240  -1.762  -1.347
H  -1.998  1.704  -1.359
H  -2.691  1.585  1.118
H  1.111  -2.415  1.374
H  0.759  -2.835  -1.134
H  0.772  2.097  -1.507
H  0.714  3.328  0.661

Force components x, y, z for each atom (eV/Å):
-0.418 -0.210 -0.850
0.550 -0.638 -0.633
-0.466 -0.556 0.111
-2.172 -0.711 0.296
0.243 -0.446 -0.332
2.944 1.837 0.911
-1.509 0.215 0.547
-0.149 0.390 -0.162
0.471 0.529 0.995
-0.560 -0.121 0.326
0.645 0.135 -0.700
-0.183 -0.243 -0.504
0.570 -0.065 -0.004
-0.255 0.394 0.119
0.287 -0.510 -0.121

## Properties
Structure (SMILES) ... F[Si]1(Cl)[SiH2][SiH2][SiH2][SiH2]1
Energy above the lowest of the compared OMol25 structures with the same formula, charge and spin ... 0.000 eV
Spin multiplicity ... 1
Total charge ... 0
Frontier orbital gap ... 9.2 eV

***

ClFHN2O as an isolated structure at a distorted geometry. Source: the Open Molecules 2025 dataset; level of theory: the ωB97M-V functional and the def2-TZVPD basis.

Element x y z (Å)
N  -1.551  -0.473  -0.535
N  1.222  0.580  0.330
O  -0.517  -0.511  0.050
F  -2.768  -0.060  0.469
Cl  2.097  -0.777  0.067
H  1.518  1.241  -0.380

Force components x, y, z for each atom (eV/Å):
2.985 0.211 0.972
-0.301 2.544 1.086
-4.039 -1.147 -1.402
-0.007 0.114 0.260
1.363 -1.773 -0.421
0.000 0.051 -0.495

## Properties
Energy above the lowest of the compared OMol25 structures with the same formula, charge and spin ... 5.253 eV
Spin multiplicity ... 1
Total charge ... -1
Frontier orbital gap (alpha / beta) ... 6.4 / 7.5 eV

***

Which value of energy above the lowest of the compared OMol25 structures with the same formula, charge and spin does entry 7 give?
0.000 eV

***

Which of these has the highest total charge?
ClF2O4Sr3

***

Repeat the seventh record exactly.
One molecule with the formula ClFH8Si5 at a distorted geometry. Source: the Open Molecules 2025 dataset; level of theory: the ωB97M-V functional and the def2-TZVPD basis.

Element x y z (Å)
F  2.295  0.064  1.775
Si  -1.612  -1.179  -0.042
Si  -1.686  1.223  0.022
Si  0.745  -1.907  0.006
Si  0.510  2.017  -0.037
Si  1.798  0.027  0.198
Cl  3.732  -0.028  -0.840
H  -2.208  -1.921  1.112
H  -2.240  -1.762  -1.347
H  -1.998  1.704  -1.359
H  -2.691  1.585  1.118
H  1.111  -2.415  1.374
H  0.759  -2.835  -1.134
H  0.772  2.097  -1.507
H  0.714  3.328  0.661

Force components x, y, z for each atom (eV/Å):
-0.418 -0.210 -0.850
0.550 -0.638 -0.633
-0.466 -0.556 0.111
-2.172 -0.711 0.296
0.243 -0.446 -0.332
2.944 1.837 0.911
-1.509 0.215 0.547
-0.149 0.390 -0.162
0.471 0.529 0.995
-0.560 -0.121 0.326
0.645 0.135 -0.700
-0.183 -0.243 -0.504
0.570 -0.065 -0.004
-0.255 0.394 0.119
0.287 -0.510 -0.121

## Properties
Structure (SMILES) ... F[Si]1(Cl)[SiH2][SiH2][SiH2][SiH2]1
Energy above the lowest of the compared OMol25 structures with the same formula, charge and spin ... 0.000 eV
Spin multiplicity ... 1
Total charge ... 0
Frontier orbital gap ... 9.2 eV